1.
The following is a DFT calculation (the ωB97M-V functional and the def2-TZVPD basis) of one molecule with the formula C5H9NO at a distorted geometry.

Element x y z (Å)
1 O 0.94814 1.15196 2.96717
2 N -0.57752 1.01364 -1.55024
3 C -0.11528 -0.93936 -0.17458
4 C 0.08142 -1.91882 -1.29252
5 C -0.37369 0.39877 -0.33765
6 C -0.17892 1.18791 0.83500
7 C 0.82143 0.75816 1.66203
8 H 0.69038 -2.75949 -0.94612
9 H -0.33936 -1.40707 0.78110
10 H 1.75459 0.32604 1.32244
11 H -0.89155 1.95747 1.11185
12 H -0.90624 0.41157 -2.29394
13 H 0.59736 -1.46862 -2.14561
14 H -0.87466 -2.32525 -1.63919
15 H -0.77062 2.00666 -1.53613
16 H 0.13450 1.60641 3.23641

Cartesian forces, eV/Å:
O -0.26 0.08 -0.24
N 0.09 -0.17 -0.19
C -0.74 0.09 -0.57
C -0.06 0.12 -0.10
C 0.94 -1.52 -0.03
C 0.54 -0.44 1.42
C -0.47 1.93 0.08
H -0.10 0.07 -0.09
H 0.45 0.47 0.03
H -0.48 -0.57 -0.06
H 0.02 0.07 0.26
H -0.13 0.66 0.06
H -0.05 -0.03 -0.01
H 0.04 -0.11 -0.14
H -0.03 -0.49 -0.37
H 0.25 -0.18 -0.05

HOMO-LUMO gap ... 8.44 eV
Energy relative to the best compared isomer or geometry (same formula, charge and spin) ... 2.282 eV
Electronic energy ... -325.853709 hartree
Structure (SMILES) ... C/C=C(N)/C=C/O



2.
The following is a DFT calculation (the ωB97M-V functional and the def2-TZVPD basis) of one molecule with the formula C3H8N2S2 at a distorted geometry.

Element x y z (Å)
1 S -2.31387 -0.91357 -0.65901
2 S 1.98169 -0.90731 -0.92180
3 N -1.52757 0.68465 -0.57078
4 N 0.43088 -0.61358 -0.23063
5 C -0.25910 0.62717 -0.32316
6 C 0.25755 -1.22268 1.15959
7 C 0.61016 1.82813 -0.10709
8 H 1.44934 1.85801 -0.90591
9 H 0.10463 -2.35630 1.19994
10 H 1.42785 -1.45433 -2.01182
11 H -0.73073 -0.86096 1.52879
12 H 1.09017 1.62219 0.94043
13 H -3.53489 -0.22311 -0.76101
14 H -0.01131 2.69641 -0.21254
15 H 1.02519 -0.76472 1.87500

Cartesian forces, eV/Å:
S -0.93 2.33 -0.28
S -0.95 0.39 -0.01
N 1.43 -1.04 0.80
N -0.34 -1.76 1.99
C -0.34 -0.15 -1.10
C -0.73 0.59 0.25
C 1.43 -1.00 -0.03
H -1.31 -0.08 1.44
H 1.00 1.57 -0.37
H 0.41 -0.15 -0.20
H 0.66 -0.07 -0.25
H -0.76 1.00 -1.82
H 1.12 -1.11 0.05
H 0.06 0.66 0.45
H -0.75 -1.18 -0.90

HOMO-LUMO gap ... 9.45 eV
Energy relative to the best compared isomer or geometry (same formula, charge and spin) ... 2.371 eV
Electronic energy ... -1024.913811 hartree
Structure (SMILES) ... C/C(=N/S)N(C)S



Question: Among the records above, which one has the lowest electronic energy?
Answer: C3H8N2S2



Question: The highest electronic energy belongs to which entry?
Answer: C5H9NO